1.
Molecular formula: C8H8
Method: DFT, the ωB97M-V functional and the def2-TZVPD basis

Summary:
- net charge = 0
- SMILES = c1ccccc1.C#C
- spin multiplicity = 1

Each line ends with the Mulliken charge.
Cartesian coordinates (Å):
C1 -2.7358 -0.0259 0.4573  -0.461
C2 -2.0343 -1.1467 0.0933  -0.143
C3 -0.7682 -1.1538 -0.2167  -0.392
C4 -0.0158 0.0168 -0.4446  0.014
C5 -0.7498 1.2725 -0.3971  -0.564
C6 -1.9680 1.2166 0.2832  -0.388
H1 -3.7932 -0.0210 0.8561  0.305
H2 -2.5854 -2.0631 0.1100  0.323
H3 -0.4186 -2.2008 -0.5513  0.198
H4 0.9690 -0.1058 -0.8364  0.304
H5 -0.5217 2.2397 -0.5807  0.415
H6 -2.3350 2.1533 0.4201  0.396
C7 3.8566 0.0212 -0.2618  -0.640
C8 4.7107 0.0476 0.5400  -0.254
H7 3.1296 0.0794 -0.9276  0.594
H8 5.2598 -0.3300 1.4562  0.294



2.
Molecular formula: C8H8
Method: DFT, the ωB97M-V functional and the def2-TZVPD basis

Summary:
- net charge = 0
- spin multiplicity = 1

Each line ends with the Mulliken charge.
Cartesian coordinates (Å):
C1 -1.1712 -1.2488 -0.7450  -0.670
C2 -1.3074 -1.3573 0.5618  -0.479
C3 -0.9294 1.3610 -0.7347  -0.683
C4 -1.4249 1.2682 0.5270  -0.684
C5 1.1979 -0.0862 -0.6112  -0.701
C6 1.2913 0.1361 0.9531  -0.893
C7 -0.3319 -0.0083 -0.7260  1.089
C8 -0.6725 -0.0298 0.8157  0.414
H1 -1.5629 -1.8005 -1.6751  0.301
H2 -1.8962 -2.0468 1.2949  0.297
H3 -1.2531 1.9445 -1.6011  0.353
H4 -1.8989 1.9392 1.2201  0.371
H5 1.6597 0.6481 -1.3339  0.293
H6 1.6403 -1.0292 -0.8385  0.302
H7 1.5465 -0.7031 1.4521  0.353
H8 1.6358 1.0014 1.4431  0.335



3.
Molecular formula: C8H8
Method: DFT, the ωB97M-V functional and the def2-TZVPD basis

Summary:
- net charge = 0
- SMILES = c1ccccc1.C#C
- spin multiplicity = 1

Each line ends with the Mulliken charge.
Cartesian coordinates (Å):
C1 0.9865 1.3813 0.1584  -0.404
C2 -0.2172 0.8224 0.6459  -0.388
C3 -0.4277 -0.5100 0.7208  -0.074
C4 0.5424 -1.4171 0.2228  -0.749
C5 1.6770 -0.9049 -0.3446  -0.401
C6 1.9999 0.5309 -0.3026  -0.510
H1 1.1008 2.4835 -0.0241  0.283
H2 -1.1579 1.3976 0.8291  0.628
H3 -1.3951 -0.8392 1.1539  0.360
H4 0.5565 -2.4141 0.4570  0.495
H5 2.4227 -1.4535 -0.8520  0.395
H6 2.8605 0.9317 -0.8015  0.368
C7 -2.3895 0.5954 -0.5730  -0.460
C8 -2.2221 -0.6030 -0.3410  -0.393
H7 -2.3661 1.6620 -0.4810  0.448
H8 -1.9707 -1.6631 -0.4680  0.402



What should be chosen as the most stable of them? Choose 1.



1.
Molecular formula: C4H2OS
Method: DFT, the ωB97M-V functional and the def2-TZVPD basis

Summary:
- net charge = 0
- spin multiplicity = 1

Each line ends with the Mulliken charge.
Cartesian coordinates (Å):
C1 0.4638 1.2122 1.9751  0.151
C2 -0.6661 -0.1865 -2.2631  0.119
C3 -0.2096 1.4967 0.9975  -0.472
C4 -1.0037 0.5321 -1.3698  -0.466
O1 -2.5460 2.1458 -0.1038  -0.495
S1 -1.1633 2.0729 -0.4395  0.449
H1 0.7521 1.3228 2.9912  0.363
H2 -0.9152 -0.8857 -2.9880  0.351



2.
Molecular formula: C4H2OS
Method: DFT, the ωB97M-V functional and the def2-TZVPD basis

Summary:
- net charge = 0
- SMILES = O=CC#CC=S
- spin multiplicity = 1

Each line ends with the Mulliken charge.
Cartesian coordinates (Å):
O1 -2.7154 -0.2790 2.1755  -0.436
C1 -2.0070 0.3239 1.3905  -0.333
C2 -0.7720 -0.0715 0.8426  0.441
C3 0.2510 -0.2761 0.2495  0.506
C4 1.3744 -0.5734 -0.6230  -0.558
S1 1.8141 0.3830 -1.8112  -0.158
H1 -2.3168 1.2095 0.8191  0.263
H2 1.9368 -1.5221 -0.4015  0.275



What should be chosen as the most stable of them? Choose 2.



1.
Molecular formula: C5H14N3
Method: DFT, the ωB97M-V functional and the def2-TZVPD basis

Summary:
- net charge = +1
- spin multiplicity = 1

Each line ends with the Mulliken charge.
Cartesian coordinates (Å):
C1 -1.4113 -0.7176 -0.2783  1.034
C2 -2.8329 -1.0665 -0.3166  -1.240
C3 -2.4363 1.7029 0.1577  -1.134
C4 -1.2532 0.7204 0.3415  -0.273
C5 1.1471 -0.5798 -0.8034  -0.136
N1 -0.5017 -1.4708 -0.6518  -0.749
N2 1.9664 -0.7847 0.1241  -0.453
N3 4.4408 -0.1284 0.3528  -0.672
H1 -3.2247 -2.0532 -0.6386  0.343
H2 -3.3479 -0.4064 -1.1420  0.281
H3 -3.2897 -0.7887 0.6365  0.328
H4 -3.0103 1.7325 1.0925  0.360
H5 -3.0565 1.4935 -0.7281  0.297
H6 -1.9827 2.7512 0.2660  0.329
H7 -0.8079 0.5361 1.3770  0.303
H8 -0.2749 1.1662 -0.1990  0.231
H9 1.3177 -0.3376 -1.7608  0.459
H10 3.1931 -0.3416 0.3723  0.385
H11 1.5225 -1.3031 1.0081  0.297
H12 4.4107 0.8415 0.1224  0.347
H13 4.8214 -0.3069 1.2029  0.289
H14 4.6103 -0.6589 -0.5351  0.375



2.
Molecular formula: C5H14N3
Method: DFT, the ωB97M-V functional and the def2-TZVPD basis

Summary:
- net charge = +1
- SMILES = CCNN(C)/C=[NH+]/C
- spin multiplicity = 1

Each line ends with the Mulliken charge.
Cartesian coordinates (Å):
C1 -2.5363 -0.4399 1.4418  -0.902
C2 -1.9531 -1.5269 0.5407  -0.499
N1 -0.5630 -1.7536 0.5444  -0.473
N2 0.5443 -0.5325 -0.0229  0.203
C3 1.7385 -1.2625 0.1965  -1.064
C4 0.4829 0.6872 -0.5419  0.002
N3 1.5068 1.3950 -1.0399  -0.157
C5 1.2439 2.7630 -1.5720  -0.830
H1 -2.9704 0.3999 0.8292  0.264
H2 -3.1749 -0.8126 2.1627  0.366
H3 -1.6565 -0.0812 2.1448  0.237
H4 -2.3624 -1.5156 -0.4749  0.422
H5 -2.1862 -2.5403 0.7772  0.391
H6 -0.0893 -1.7646 1.4617  0.364
H7 2.4744 -0.7185 0.8758  0.386
H8 1.6500 -2.3015 0.5588  0.336
H9 2.4292 -1.1951 -0.7704  0.315
H10 -0.4557 1.1063 -0.8218  0.453
H11 2.3615 0.8732 -1.2245  0.209
H12 0.7849 2.6780 -2.6327  0.297
H13 0.5796 3.1825 -0.8655  0.346
H14 2.1519 3.3597 -1.5670  0.334



3.
Molecular formula: C5H14N3
Method: DFT, the ωB97M-V functional and the def2-TZVPD basis

Summary:
- net charge = +1
- SMILES = CN(C)C(N)=[N+](C)C
- spin multiplicity = 1

Each line ends with the Mulliken charge.
Cartesian coordinates (Å):
C1 1.7315 1.8866 -0.2381  -1.053
N1 0.9429 0.6658 -0.3086  0.015
C2 1.2719 -0.3029 -1.4249  -1.111
C3 0.0395 0.2135 0.5822  0.893
N2 0.1244 0.7681 1.8396  -0.416
N3 -0.8816 -0.6895 0.2844  -0.066
C4 -1.6112 -0.5225 -0.9879  -0.942
C5 -1.4895 -1.6478 1.3556  -0.933
H1 2.7468 1.5554 -0.0034  0.316
H2 1.6259 2.3101 -1.1970  0.323
H3 1.2063 2.5474 0.4474  0.475
H4 1.0644 0.3325 -2.3380  0.359
H5 2.4040 -0.4933 -1.2328  0.324
H6 0.7598 -1.1936 -1.2841  0.422
H7 0.7514 1.5196 2.0535  0.179
H8 -0.5672 0.5323 2.6021  0.195
H9 -1.0144 -0.1750 -1.8827  0.340
H10 -2.4019 0.2830 -0.8182  0.317
H11 -2.0117 -1.5419 -1.1818  0.364
H12 -2.5816 -1.7097 1.4129  0.335
H13 -1.1770 -1.3198 2.4329  0.310
H14 -1.1677 -2.5964 1.1800  0.356



What should be chosen as the most stable of them? Choose 3.